No. 1
{"formula": "C24H27F6NO2P2Ti", "method": "ωB97M-V with the def2-TZVPD basis set", "species": ["C", "C", "C", "C", "C", "C", "C", "C", "C", "C", "C", "C", "C", "H", "H", "H", "H", "H", "H", "H", "N", "Ti", "C", "H", "H", "C", "H", "H", "P", "P", "C", "H", "H", "H", "C", "H", "H", "H", "C", "H", "H", "H", "C", "H", "H", "H", "C", "O", "H", "C", "C", "O", "C", "F", "F", "F", "C", "F", "F", "F", "H", "H", "H"], "xyz": [[1.687937, -4.272326, -0.964342], [0.871203, -3.144219, -0.958503], [0.283018, -2.699935, 0.254700], [0.685238, -3.335265, 1.463539], [1.606000, -4.416795, 1.432837], [2.066945, -4.907300, 0.225747], [0.114647, -2.844385, 2.632592], [-1.133918, -2.223821, 2.601144], [-1.535253, -1.632750, 1.363983], [-2.819986, -1.035565, 1.249912], [-3.653291, -1.016288, 2.365507], [-3.256982, -1.572609, 3.586574], [-2.014255, -2.159401, 3.712674], [2.075437, -4.630178, -1.920763], [1.907138, -4.854274, 2.381085], [2.734334, -5.764471, 0.186797], [0.496679, -3.197189, 3.584183], [-4.628692, -0.536719, 2.275881], [-3.939570, -1.529711, 4.432539], [-1.685006, -2.601079, 4.654091], [-0.580802, -1.598816, 0.334497], [-0.041938, 0.413554, 0.029622], [0.756252, -2.284752, -2.183705], [-0.286005, -2.072290, -2.466354], [1.296094, -2.717323, -3.036200], [-3.261418, -0.336736, -0.024989], [-3.123032, -0.974847, -0.911992], [-4.317435, -0.039277, 0.049445], [1.597083, -0.730155, -1.739648], [-2.323625, 1.226292, -0.307028], [-2.949416, 2.370745, 0.942115], [-2.282529, 3.241457, 0.985462], [-3.960729, 2.695057, 0.659814], [-2.972853, 1.900153, 1.931023], [-2.950324, 1.872626, -1.875207], [-3.963214, 2.279250, -1.735691], [-2.278595, 2.674530, -2.213461], [-2.965755, 1.080321, -2.636224], [3.360007, -0.965050, -1.947165], [3.590257, -1.311871, -2.962995], [3.860015, -0.010848, -1.748426], [3.710452, -1.702721, -1.216586], [0.936187, 0.448205, -2.936207], [1.250433, 1.473538, -2.722874], [1.307270, 0.170967, -3.935371], [-0.164328, 0.425858, -2.978305], [0.481786, 0.608814, 1.936276], [0.730846, 0.581313, 3.077036], [1.648321, -0.772226, -0.189554], [1.286031, 4.012453, -1.671994], [1.479910, 3.230885, -0.396314], [0.817754, 1.998958, -0.361681], [3.005579, 2.944342, -0.206032], [3.772088, 4.064182, -0.156655], [3.255534, 2.197027, 0.897230], [3.448751, 2.215911, -1.285285], [0.960584, 4.082174, 0.813815], [1.617787, 5.262960, 0.957161], [-0.361995, 4.385100, 0.603780], [1.019807, 3.414693, 1.991385], [1.656562, 3.435651, -2.524587], [1.854316, 4.944175, -1.595679], [0.222664, 4.239999, -1.802628]], "forces_ev_per_angstrom": [[0.289, 0.085, -0.029], [-0.218, 0.045, 0.635], [0.494, -0.572, -0.045], [0.375, -0.232, -1.093], [-0.191, 0.265, -0.188], [-0.146, 0.110, 0.048], [0.135, -0.754, 1.423], [-1.078, 0.824, -0.184], [-0.441, 0.077, 0.614], [0.566, 0.117, -0.110], [0.042, 0.094, -0.108], [0.046, 0.014, 0.081], [0.180, -0.028, -0.177], [-0.052, 0.091, 0.278], [-0.018, -0.013, -0.181], [-0.142, 0.154, 0.052], [-0.041, -0.027, 0.017], [0.186, -0.180, 0.058], [0.182, -0.045, -0.140], [-0.157, 0.129, -0.211], [-0.036, 0.620, -1.235], [0.975, -1.210, -1.840], [-0.132, -0.006, 0.283], [0.280, 0.051, 0.066], [-0.192, 0.064, 0.129], [-0.209, 0.091, 0.036], [-0.049, 0.145, 0.228], [0.137, -0.344, -0.059], [-0.729, -0.725, 0.473], [-0.915, -0.429, 0.804], [-0.198, 0.462, 0.023], [-0.292, -0.207, 0.036], [0.192, -0.026, 0.201], [0.061, -0.011, -0.218], [0.081, 0.233, -0.334], [0.305, -0.168, -0.138], [-0.294, -0.142, 0.001], [-0.029, 0.228, 0.174], [0.324, 0.234, -0.194], [-0.066, 0.150, 0.225], [0.008, -0.222, -0.081], [-0.172, 0.082, -0.125], [0.258, 0.798, -0.535], [-0.027, -0.347, -0.068], [-0.067, -0.059, 0.220], [0.309, -0.144, 0.213], [1.363, -0.751, 5.188], [-0.869, 0.388, -3.778], [-0.088, 0.776, -0.204], [-0.150, 0.160, -0.219], [0.339, -0.472, 1.114], [0.355, 0.982, -0.429], [0.718, -0.069, 0.141], [-0.828, -1.084, 0.014], [-0.181, 0.651, -0.893], [-0.317, 0.387, 0.661], [-0.452, 0.532, 0.498], [-0.552, -1.180, -0.182], [1.026, -0.229, 0.093], [0.073, 0.529, -0.963], [-0.077, 0.235, 0.148], [-0.160, -0.089, -0.179], [0.263, -0.041, -0.037]], "charge": 1, "orbital_gap_ev": [5.4, 7.0], "s_squared": 0.802, "spin_multiplicity": 2, "homo_ev": [-8.76, -10.35], "lumo_energy_ev": [-3.4, -3.4]}

=====

No. 2
{"formula": "C25H70BO14", "method": "ωB97M-V with the def2-TZVPD basis set", "species": ["C", "O", "C", "B", "C", "O", "C", "C", "C", "C", "C", "C", "C", "C", "C", "C", "H", "H", "H", "H", "H", "H", "H", "H", "H", "H", "H", "H", "H", "H", "H", "H", "H", "H", "H", "H", "H", "H", "C", "O", "H", "H", "H", "H", "C", "O", "H", "H", "H", "H", "C", "O", "H", "H", "H", "H", "C", "O", "H", "H", "H", "H", "C", "O", "H", "H", "H", "H", "C", "O", "H", "H", "H", "H", "C", "O", "H", "H", "H", "H", "C", "O", "H", "H", "H", "H", "C", "O", "H", "H", "H", "H", "C", "O", "H", "H", "H", "H", "C", "O", "H", "H", "H", "H", "C", "O", "H", "H", "H", "H"], "xyz": [[0.533418, 1.829747, -0.571949], [0.763788, 0.347369, -0.614435], [-0.501862, -0.175431, -1.161147], [-0.364677, -1.576147, -2.011587], [0.582397, -2.726288, -1.315768], [0.322734, -2.970861, 0.111565], [-1.106887, -3.168755, 0.396761], [-2.104438, -4.261015, -0.317954], [-3.678692, -4.271798, 0.182240], [-4.743370, -5.324164, -0.544104], [-4.316507, -3.295476, 1.345480], [-3.310831, -2.235563, 2.089142], [-1.746791, -2.200012, 1.598234], [-0.745608, -1.130560, 2.347931], [-1.398613, 0.366685, 2.557708], [-0.336241, -1.812917, 3.817757], [0.552906, 2.288767, -1.662634], [1.233949, 2.380456, 0.187659], [-0.588646, 1.980025, -0.194403], [-0.885013, 0.647112, -1.936839], [-1.364151, -0.227693, -0.337636], [0.055263, -1.381164, -3.103309], [-1.461392, -2.032553, -2.162998], [1.701879, -2.317053, -1.380808], [0.600290, -3.735496, -1.952556], [-1.674626, -4.965344, -1.180692], [-4.552912, -6.445766, -0.266880], [-5.842388, -4.949524, -0.269906], [-4.633339, -5.112564, -1.713117], [-5.435109, -3.336276, 1.690024], [-3.640036, -1.471916, 2.940296], [0.285003, -0.967979, 1.787990], [-2.387092, 0.384469, 3.187791], [-1.516268, 0.923934, 1.509693], [-0.572193, 0.999851, 3.141925], [-1.305386, -1.905940, 4.506595], [0.530151, -1.206031, 4.354784], [0.103891, -2.911962, 3.665141], [2.065989, 3.939983, 3.003923], [1.890630, 4.568849, 1.747701], [1.474875, 3.021479, 3.027047], [3.121503, 3.695024, 3.145670], [1.726338, 4.609321, 3.798061], [2.426568, 5.380092, 1.756880], [-8.483894, -3.219803, 1.559743], [-7.577163, -2.392778, 0.853923], [-7.975240, -4.144448, 1.842414], [-8.823837, -2.703431, 2.460855], [-9.336701, -3.456917, 0.919016], [-8.056371, -1.580733, 0.616493], [4.403204, -1.185835, -2.853715], [4.510604, -0.112574, -1.936715], [5.401675, -1.578756, -3.059316], [3.785178, -1.976095, -2.420428], [3.956208, -0.827811, -3.784330], [3.609850, 0.215264, -1.773644], [5.236231, 1.700647, 2.283454], [5.262889, 2.411093, 3.507736], [4.743531, 2.315436, 1.526563], [6.258729, 1.483880, 1.964523], [4.678540, 0.769970, 2.413271], [5.705475, 1.841096, 4.159388], [-2.215990, 3.785776, 1.973960], [-1.772048, 4.958401, 2.631364], [-3.138668, 3.441109, 2.446688], [-2.409327, 4.007892, 0.921586], [-1.453045, 3.008161, 2.059171], [-0.952637, 5.240469, 2.190419], [-4.539456, -7.023571, -4.362304], [-3.773458, -6.324393, -3.398608], [-5.288382, -6.346678, -4.780070], [-3.884802, -7.377622, -5.162480], [-5.041273, -7.869517, -3.886294], [-3.118026, -6.949988, -3.045805], [-5.800133, 3.849790, 0.289399], [-4.710719, 4.728170, 0.075065], [-6.086427, 3.399576, -0.663988], [-5.503059, 3.062713, 0.986868], [-6.646672, 4.409753, 0.694175], [-4.479176, 5.112197, 0.937817], [1.124042, 8.486017, 1.556293], [2.193895, 7.576271, 1.377151], [0.480805, 8.456278, 0.673703], [0.544079, 8.199092, 2.436931], [1.520826, 9.496439, 1.681355], [2.746991, 7.624731, 2.175378], [4.450911, -4.212036, -5.204143], [5.496620, -3.349821, -4.795009], [3.726139, -3.639512, -5.787686], [4.860172, -5.014973, -5.822208], [3.957239, -4.630794, -4.323824], [6.123647, -3.885425, -4.279845], [3.692327, 7.568556, 5.077736], [3.516967, 8.197422, 3.821515], [3.101213, 6.650052, 5.100861], [4.747841, 7.323597, 5.219483], [3.352676, 8.237893, 5.871874], [4.052905, 9.008665, 3.830693], [0.198633, 1.230410, -5.294249], [1.268486, 0.320664, -5.473390], [-0.444604, 1.200672, -6.176838], [-0.381330, 0.943486, -4.413611], [0.595417, 2.240832, -5.169186], [1.821583, 0.369124, -4.675164], [7.123737, -5.301477, -1.581705], [6.211613, -5.113478, -2.648006], [7.833562, -4.471037, -1.570750], [6.578902, -5.324708, -0.634699], [7.665747, -6.239302, -1.725717], [5.594844, -5.864997, -2.632408]], "forces_ev_per_angstrom": [[-0.939, -0.202, 0.565], [-1.536, 2.799, -0.215], [-1.425, 0.599, -0.715], [0.070, -0.328, 0.981], [1.984, -0.003, -1.720], [-4.066, -0.900, 0.449], [-2.784, 0.017, 1.179], [-0.951, 2.931, 3.099], [1.046, 1.347, 1.342], [0.280, 2.085, -0.429], [4.685, 0.448, -0.662], [1.986, -2.673, -3.401], [-1.580, -1.044, -1.006], [0.155, -0.548, 0.594], [1.171, 0.238, -0.137], [0.048, -0.332, -0.113], [0.248, -0.874, 2.146], [-0.988, -1.150, -1.635], [2.356, -0.087, -0.682], [0.521, -1.589, 1.427], [1.918, 0.278, -1.269], [0.622, 0.234, -0.829], [-0.702, -0.036, -0.019], [-2.111, -1.065, 0.638], [-0.123, 1.709, 1.491], [-1.296, 1.815, 2.107], [-0.398, 2.216, -0.559], [2.397, -1.077, -0.335], [-0.195, -0.907, 2.675], [2.436, -0.053, -1.062], [0.658, -1.953, -2.123], [-2.444, -0.577, 0.711], [1.864, -0.084, -1.318], [-0.014, -1.512, 2.324], [-1.814, -1.301, -1.063], [2.175, 0.288, -1.397], [-1.972, -1.014, -1.020], [-1.112, 2.398, 0.139], [0.253, 0.078, -0.096], [0.047, 0.303, -0.150], [0.045, 0.138, -0.059], [-0.075, -0.153, 0.278], [-0.040, -0.133, 0.264], [-0.507, -0.248, -0.299], [-0.063, 0.237, -0.099], [-0.145, 0.414, -0.175], [0.010, 0.171, -0.088], [-0.155, -0.216, 0.125], [-0.139, -0.196, 0.171], [0.423, -0.434, 0.077], [-0.060, -0.012, 0.107], [-0.272, 0.537, 0.310], [-0.228, 0.170, 0.046], [0.011, -0.146, -0.239], [0.048, -0.284, -0.169], [0.372, -0.202, 0.094], [0.038, -0.271, -0.096], [0.268, 0.061, 0.764], [0.058, -0.068, 0.187], [-0.087, -0.095, -0.239], [0.014, -0.026, -0.294], [-0.314, 0.403, -0.348], [0.366, -0.090, -0.294], [0.326, 0.639, 0.131], [0.115, 0.072, 0.039], [-0.068, -0.310, -0.011], [-0.240, -0.078, -0.105], [-0.328, -0.185, 0.243], [0.222, -0.070, 0.135], [0.382, -0.278, 0.017], [0.164, -0.032, 0.128], [-0.206, -0.103, -0.182], [-0.168, -0.102, -0.211], [-0.322, 0.491, -0.105], [0.120, 0.082, 0.164], [0.135, 0.402, 0.224], [0.137, 0.111, 0.124], [-0.222, -0.159, -0.030], [-0.203, -0.191, 0.012], [0.003, -0.188, -0.521], [0.175, -0.204, 0.131], [0.344, -0.218, -0.006], [0.147, -0.057, 0.106], [-0.189, 0.205, -0.017], [-0.218, 0.141, 0.029], [-0.158, 0.176, -0.190], [0.296, 0.075, 0.180], [0.393, -0.013, -0.178], [0.133, -0.032, 0.140], [-0.218, -0.168, -0.103], [-0.230, -0.107, -0.100], [-0.432, 0.248, -0.029], [0.116, -0.057, 0.243], [0.231, 0.587, -0.266], [0.087, 0.181, -0.099], [-0.076, -0.126, 0.186], [0.021, -0.166, 0.140], [-0.355, -0.461, -0.184], [0.097, -0.115, 0.311], [0.515, 0.026, 0.049], [0.155, -0.067, 0.064], [-0.150, 0.122, -0.026], [-0.218, 0.185, -0.004], [-0.414, -0.237, -0.380], [-0.045, -0.126, 0.112], [-0.326, -0.404, -0.221], [-0.185, -0.097, -0.074], [0.209, 0.013, 0.100], [0.166, 0.027, 0.195], [0.241, 0.536, -0.095]], "charge": -1, "orbital_gap_ev": 6.1, "homo_ev": -4.38, "lumo_energy_ev": 1.7}

=====

Question: What is the formula in the second record?
Answer: C25H70BO14

=====

Question: Which of these has the highest charge?
Answer: C24H27F6NO2P2Ti

=====

Question: Which formula does entry 1 have?
Answer: C24H27F6NO2P2Ti